# C28H60O10S2

A 10-piece molecular cluster, C28H60O10S2 overall in a non-equilibrium geometry (ωB97M-V/def2-TZVPD, the OMol25 dataset).

Positions of all 100 atoms, in Å:
C  4.43442  -0.08886  -2.55535
S  4.11210  1.32368  -1.44142
O  4.78506  2.49426  -2.08690
C  2.34361  1.43032  -1.84175
H  3.85873  -0.94627  -2.20436
H  5.50108  -0.31084  -2.49998
H  4.21682  0.06809  -3.61302
H  1.84167  2.06761  -1.11359
H  1.94338  0.41886  -1.81241
H  2.14404  1.84473  -2.82972
C  -3.98894  -4.03989  -5.35203
S  -2.18375  -4.29400  -5.27016
O  -1.55758  -3.14843  -6.00482
C  -2.09051  -3.82620  -3.49316
H  -4.15897  -3.01112  -5.02536
H  -4.54894  -4.71278  -4.70571
H  -4.35251  -4.08321  -6.37728
H  -2.38443  -2.78152  -3.36109
H  -1.02569  -3.85238  -3.27106
H  -2.75156  -4.44846  -2.89641
C  1.72026  -2.80989  -3.55559
C  1.43103  -2.21707  -4.89705
O  1.00531  -1.08745  -4.97595
C  1.65954  -3.07051  -6.13388
H  2.80917  -2.85293  -3.47359
H  1.25369  -3.76330  -3.30420
H  1.30915  -2.13995  -2.80371
H  1.35891  -2.57015  -7.04513
H  1.07231  -3.97304  -5.95209
H  2.70298  -3.39460  -6.15791
C  -0.35891  -1.39738  4.81721
C  -0.25143  0.09433  5.02964
O  -0.35071  0.87815  4.11164
C  -0.06310  0.60413  6.45367
H  0.63203  -1.82898  4.65413
H  -0.94068  -1.65463  3.93282
H  -0.79033  -1.83469  5.71794
H  0.86943  1.16165  6.50480
H  -0.14078  -0.18339  7.20026
H  -0.88044  1.29443  6.67299
C  -0.52268  0.12224  0.85957
C  -0.47407  -1.36466  0.61622
O  -1.04182  -2.10914  1.38926
C  0.19483  -1.80345  -0.64453
H  -1.19369  0.30105  1.68816
H  -0.94791  0.65609  0.00087
H  0.45960  0.57278  1.00425
H  1.13929  -1.28584  -0.76453
H  -0.51174  -1.50672  -1.42848
H  0.33964  -2.88194  -0.67838
C  -2.85710  3.62993  -0.72364
C  -3.07541  4.76055  0.25116
O  -3.84221  5.66414  0.02250
C  -2.17864  4.80720  1.48114
H  -2.97692  2.66918  -0.21566
H  -1.90114  3.69830  -1.24391
H  -3.61034  3.63270  -1.51476
H  -2.66322  4.43317  2.38025
H  -1.81110  5.82239  1.60249
H  -1.32387  4.15521  1.27107
C  5.23823  -2.10282  1.41009
C  3.79838  -1.68298  1.43262
O  3.18146  -1.51876  0.40593
C  3.09086  -1.70884  2.76429
H  5.77786  -1.65104  2.24665
H  5.70763  -1.77192  0.48419
H  5.36061  -3.18275  1.49201
H  2.03126  -1.90317  2.58322
H  3.18506  -0.77470  3.31398
H  3.44445  -2.55471  3.35609
C  -1.37672  1.26738  -3.62680
C  -2.57146  0.45975  -3.18616
O  -2.72902  0.10893  -2.04276
C  -3.51372  0.04496  -4.28118
H  -0.43317  0.71698  -3.67507
H  -1.25650  2.12617  -2.96673
H  -1.51521  1.59119  -4.65922
H  -3.73163  0.89411  -4.92776
H  -4.42499  -0.33901  -3.82863
H  -2.95346  -0.69139  -4.86684
C  3.02118  2.25605  4.61549
C  3.11407  2.92710  3.27081
O  3.73460  3.95501  3.13716
C  2.40854  2.24623  2.11853
H  3.00001  1.16655  4.51773
H  2.02703  2.50384  5.00510
H  3.80347  2.52799  5.31471
H  2.88046  1.28449  1.90746
H  2.46908  2.85135  1.21617
H  1.36047  2.09641  2.38754
C  -3.78601  0.54903  3.27714
C  -3.87226  1.98964  3.73712
O  -4.50162  2.80866  3.10501
C  -3.14803  2.34081  5.00644
H  -2.74061  0.32625  3.08269
H  -4.46483  0.43285  2.43699
H  -4.16546  -0.08543  4.08213
H  -3.15083  1.44524  5.63370
H  -3.58525  3.17127  5.55261
H  -2.10089  2.54778  4.77411

Output
Kohn-Sham gap, eV: 9.15
ΔE to the lowest compared entry with this formula, charge and spin, kcal/mol: 0.0
LUMO level, eV: 0.2

Atom charges from the Löwdin analysis, given in e for atoms 1 to 4:
1 C -0.26
2 S 0.81
3 O -0.56
4 C -0.25